Here is C2H12N4O6Y as an isolated structure at a distorted geometry from OMol25. Energies are from the ωB97M-V functional and the def2-TZVPD basis.

Cartesian coordinates (Å):
Y -1.796 0.298 -0.403
O -1.982 -1.548 0.824
H -2.744 -2.105 0.952
O -1.316 2.089 -1.632
H -1.753 2.828 -2.043
O -3.148 1.431 0.949
H -3.770 2.123 1.139
O -3.384 -0.566 -1.660
H -4.288 -0.283 -1.769
C 1.150 1.239 1.264
O 0.056 0.900 0.846
N 2.051 1.915 0.540
N 1.607 0.882 2.503
H 1.888 2.177 -0.420
H 2.944 2.232 0.864
H 0.857 0.530 3.080
H 2.504 1.146 2.851
C 1.011 -1.568 -1.110
O 0.139 -0.734 -1.314
N 0.999 -2.378 -0.009
N 2.121 -1.690 -1.878
H 1.770 -2.998 0.128
H 0.288 -2.222 0.696
H 2.214 -1.144 -2.713
H 2.583 -2.556 -1.682

## Properties
**Net charge**: -1
**Energy relative to the best compared isomer or geometry (same formula, charge and spin)**: 2.9 kcal per mole
**Highest occupied orbital energy**: -3.68 eV
**LUMO level**: 0.0951 hartree
**Largest force on an atom**: 3.1 eV/Å

Charges computed using Löwdin, reported in e: 1.31 -0.49 -0.08 -0.51 -0.10 -0.50 -0.11 -0.51 -0.10 -0.63 -0.04 0.18 0.16 0.12 0.09 0.12 0.08 -0.63 -0.04 0.17 0.16 0.08 0.08 0.11 0.09